1.
29
Properties=species:S:1:pos:R:3:nbo_charge:R:1 method="wB97M-V/def2-TZVPD" relative_energy_kj_mol=11.90 energy_ha=-920.4166 lumo_energy_ev=-7.219 orbital_gap_ha=0.3287 total_charge=+2 fmax_ev_per_a=0.6
Sr 0.01595 0.19800 -0.83478 1.901
O -3.56722 0.10557 2.03439 -0.606
C -2.40952 0.06333 1.41718 0.805
O -2.27315 0.16747 0.20871 -0.697
C -1.23817 -0.11981 2.33763 0.072
C -1.33729 -0.13851 3.71825 -0.148
C -0.16028 -0.28098 4.43913 -0.116
C 1.04892 -0.39111 3.76246 -0.176
C 1.03328 -0.36827 2.37863 0.067
N -0.09025 -0.23520 1.67788 -0.487
C 2.24830 -0.44522 1.48370 0.806
O 3.45343 -0.54316 1.99724 -0.585
O 2.12949 -0.38887 0.27024 -0.693
H -4.26367 0.23448 1.36406 0.531
H -2.29506 -0.04735 4.21031 0.275
H -0.18585 -0.30261 5.52043 0.266
H 1.96218 -0.49458 4.33464 0.240
H 3.43217 -0.59415 2.96428 0.508
C 1.93848 5.74646 -0.27850 -0.438
N 1.06974 4.57131 -0.30948 -0.569
C 1.49246 3.31523 -0.41279 0.809
N 2.81853 3.09162 -0.44200 -0.804
O 0.68341 2.34104 -0.48159 -0.908
H 1.30352 6.62663 -0.26172 0.250
H 2.54882 5.79655 -1.18042 0.217
H 2.56026 5.75056 0.61600 0.217
H 0.07155 4.68990 -0.28321 0.424
H 3.48791 3.84080 -0.47807 0.422
H 3.17018 2.15545 -0.52683 0.418

2.
24
Properties=species:S:1:pos:R:3:nbo_charge:R:1 method="wB97M-V/def2-TZVPD" smiles="N[C@H]1[NH+]=CNC=C1c1ccccn1" relative_energy_kj_mol=134.49 energy_ha=-568.2957 lumo_energy_ev=-4.175 orbital_gap_ha=0.2999 total_charge=+1 fmax_ev_per_a=4.4
C 0.86669 1.46718 2.91436 -0.173
C 2.07991 0.78692 3.06897 -0.231
C 0.09165 1.30315 1.82178 -0.227
C 2.42049 -0.01316 1.99734 0.057
C 0.54751 0.39987 0.80659 0.171
C -1.05471 1.10892 -1.09984 -0.045
C -1.45308 -0.26134 -2.99485 0.355
C -0.26588 0.23095 -0.45169 0.002
C -0.17903 -1.13579 -1.04407 0.069
N 1.67560 -0.24133 0.96574 -0.445
N -1.66364 0.84795 -2.30477 -0.492
N -0.51776 -1.05985 -2.48939 -0.509
N -1.17229 -2.02576 -0.48426 -0.840
H 0.34564 2.17240 3.66415 0.241
H 2.86021 0.84823 3.87160 0.253
H -0.88125 1.87977 1.74612 0.226
H 3.45633 -0.60484 2.08489 0.205
H -1.19539 2.03881 -0.62773 0.238
H -1.74092 -0.31337 -4.07916 0.261
H 0.84499 -1.61057 -0.91542 0.246
H -2.37415 1.46056 -2.46955 0.433
H -0.34059 -1.98286 -3.00080 0.441
H -1.55137 -2.55801 -1.21035 0.362
H -0.79895 -2.73782 0.23031 0.398

3.
24
Properties=species:S:1:pos:R:3:nbo_charge:R:1 method="wB97M-V/def2-TZVPD" relative_energy_kj_mol=215.06 energy_ha=-568.2650 lumo_energy_ev=-3.314 orbital_gap_ha=0.3325 total_charge=+1 fmax_ev_per_a=3.4
C -3.16978 0.60841 0.11774 -0.090
C -2.79387 1.92676 0.23934 -0.267
C -2.29908 -0.30660 -0.35823 -0.260
C -1.44044 2.19028 0.18023 0.092
C -0.96255 0.05337 -0.63915 0.416
C 0.38674 -2.67310 0.13412 -0.297
C 0.43347 -1.86838 -1.13092 0.200
C 3.23605 1.18689 -0.12803 0.566
C 0.12323 -2.20634 1.32469 -0.313
N -0.54576 1.31832 -0.35136 -0.503
N -0.21591 -0.79313 -1.33653 -0.410
N 2.10038 1.27285 -0.28938 -0.500
N 4.51013 0.98066 0.02351 -0.824
H -4.12496 0.34053 0.36723 0.231
H -3.42961 2.65862 0.61291 0.244
H -2.66754 -1.28223 -0.51579 0.242
H -0.93634 3.19016 0.40179 0.239
H 0.35220 -3.80521 0.00683 0.236
H 0.92059 -2.43665 -2.04539 0.217
H 0.27883 -1.08194 1.40678 0.204
H -0.16463 -2.91696 2.02319 0.230
H 0.56582 1.43062 -0.34262 0.468
H 4.98508 1.61194 -0.58587 0.436
H 4.85796 0.60115 0.88489 0.445

Copy entry 1 word for word.
29
Properties=species:S:1:pos:R:3:nbo_charge:R:1 method="wB97M-V/def2-TZVPD" relative_energy_kj_mol=11.90 energy_ha=-920.4166 lumo_energy_ev=-7.219 orbital_gap_ha=0.3287 total_charge=+2 fmax_ev_per_a=0.6
Sr 0.01595 0.19800 -0.83478 1.901
O -3.56722 0.10557 2.03439 -0.606
C -2.40952 0.06333 1.41718 0.805
O -2.27315 0.16747 0.20871 -0.697
C -1.23817 -0.11981 2.33763 0.072
C -1.33729 -0.13851 3.71825 -0.148
C -0.16028 -0.28098 4.43913 -0.116
C 1.04892 -0.39111 3.76246 -0.176
C 1.03328 -0.36827 2.37863 0.067
N -0.09025 -0.23520 1.67788 -0.487
C 2.24830 -0.44522 1.48370 0.806
O 3.45343 -0.54316 1.99724 -0.585
O 2.12949 -0.38887 0.27024 -0.693
H -4.26367 0.23448 1.36406 0.531
H -2.29506 -0.04735 4.21031 0.275
H -0.18585 -0.30261 5.52043 0.266
H 1.96218 -0.49458 4.33464 0.240
H 3.43217 -0.59415 2.96428 0.508
C 1.93848 5.74646 -0.27850 -0.438
N 1.06974 4.57131 -0.30948 -0.569
C 1.49246 3.31523 -0.41279 0.809
N 2.81853 3.09162 -0.44200 -0.804
O 0.68341 2.34104 -0.48159 -0.908
H 1.30352 6.62663 -0.26172 0.250
H 2.54882 5.79655 -1.18042 0.217
H 2.56026 5.75056 0.61600 0.217
H 0.07155 4.68990 -0.28321 0.424
H 3.48791 3.84080 -0.47807 0.422
H 3.17018 2.15545 -0.52683 0.418